# 1
{"formula": "C74H86F10N17O26S10", "method": "ωB97M-V/def2-TZVPD", "relative_energy_kcal_mol": 0.00, "e_tot_ev": -292179.7575, "homo_ev": -16.23, "charge": 5, "gap_ev": 5.44, "elements": ["C", "N", "C", "C", "C", "C", "C", "C", "C", "C", "N", "C", "C", "C", "H", "H", "H", "H", "H", "H", "H", "H", "H", "H", "H", "H", "H", "H", "C", "N", "C", "C", "C", "C", "C", "C", "C", "C", "N", "C", "C", "C", "H", "H", "H", "H", "H", "H", "H", "H", "H", "H", "H", "H", "H", "H", "C", "N", "C", "C", "C", "C", "C", "C", "C", "C", "N", "C", "C", "C", "H", "H", "H", "H", "H", "H", "H", "H", "H", "H", "H", "H", "H", "H", "C", "N", "C", "C", "C", "C", "C", "C", "C", "C", "N", "C", "C", "C", "H", "H", "H", "H", "H", "H", "H", "H", "H", "H", "H", "H", "H", "H", "C", "N", "C", "C", "C", "C", "C", "C", "C", "C", "N", "C", "C", "C", "H", "H", "H", "H", "H", "H", "H", "H", "H", "H", "H", "H", "H", "H", "C", "N", "C", "C", "C", "C", "C", "C", "C", "C", "N", "C", "C", "C", "H", "H", "H", "H", "H", "H", "H", "H", "H", "H", "H", "H", "H", "H", "N", "S", "O", "O", "F", "S", "O", "O", "F", "N", "S", "O", "O", "F", "S", "O", "O", "F", "N", "S", "O", "O", "F", "S", "O", "O", "F", "N", "S", "O", "O", "F", "S", "O", "O", "F", "N", "S", "O", "O", "F", "S", "O", "O", "F", "O", "C", "O", "O", "H", "O", "C", "O", "O", "H"], "coordinates": [[-6.712, -3.086, -1.341], [-5.730, -4.109, -0.834], [-4.424, -3.870, -0.912], [-3.463, -4.808, -0.655], [-3.880, -6.096, -0.386], [-5.237, -6.356, -0.263], [-6.134, -5.338, -0.456], [-2.956, -7.269, -0.390], [-2.020, -7.407, 0.622], [-1.394, -8.639, 0.757], [-1.678, -9.674, -0.031], [-2.581, -9.518, -1.005], [-3.227, -8.327, -1.220], [-0.857, -10.890, 0.092], [-7.206, -2.607, -0.468], [-7.473, -3.666, -1.855], [-6.163, -2.458, -1.990], [-4.308, -2.800, -1.255], [-2.432, -4.481, -0.814], [-5.646, -7.356, -0.137], [-7.205, -5.426, -0.340], [-1.745, -6.582, 1.255], [-0.662, -8.843, 1.571], [-2.887, -10.424, -1.488], [-3.971, -8.187, -1.973], [-0.463, -10.898, 1.092], [0.008, -10.781, -0.568], [-1.381, -11.795, -0.170], [-4.692, 4.212, -3.775], [-3.743, 4.229, -2.656], [-3.731, 5.238, -1.733], [-2.890, 5.174, -0.635], [-2.015, 4.067, -0.477], [-2.055, 3.047, -1.426], [-2.853, 3.243, -2.563], [-1.305, 3.920, 0.793], [-1.036, 4.996, 1.690], [-0.587, 4.685, 2.933], [-0.276, 3.455, 3.326], [-0.326, 2.469, 2.409], [-0.947, 2.636, 1.175], [-0.033, 3.259, 4.745], [-5.325, 5.037, -3.706], [-5.125, 3.215, -3.745], [-4.094, 4.206, -4.657], [-4.412, 6.062, -1.902], [-2.957, 5.979, 0.100], [-1.416, 2.154, -1.408], [-2.885, 2.454, -3.299], [-1.221, 6.038, 1.450], [-0.491, 5.460, 3.692], [0.169, 1.531, 2.617], [-1.037, 1.790, 0.533], [-0.985, 3.299, 5.253], [0.564, 4.038, 5.175], [0.573, 2.337, 4.936], [-3.551, -2.652, 2.656], [-3.672, -1.236, 2.426], [-4.212, -0.500, 3.400], [-4.620, 0.820, 3.227], [-4.397, 1.415, 2.000], [-3.712, 0.692, 1.027], [-3.391, -0.635, 1.256], [-5.284, 2.513, 1.593], [-5.943, 3.247, 2.619], [-6.968, 4.060, 2.328], [-7.364, 4.189, 1.062], [-6.742, 3.593, 0.056], [-5.721, 2.675, 0.256], [-8.586, 4.993, 0.749], [-4.563, -2.990, 2.896], [-2.856, -2.929, 3.443], [-3.192, -3.113, 1.761], [-4.429, -0.993, 4.351], [-5.226, 1.331, 4.012], [-3.431, 1.019, 0.052], [-2.976, -1.205, 0.460], [-5.728, 3.133, 3.649], [-7.550, 4.592, 3.051], [-7.152, 3.768, -0.917], [-5.334, 2.103, -0.609], [-9.466, 4.431, 0.955], [-8.526, 5.288, -0.303], [-8.456, 5.791, 1.463], [4.459, -5.930, -1.540], [3.287, -5.349, -2.242], [2.317, -4.711, -1.568], [1.348, -3.994, -2.309], [1.255, -4.095, -3.777], [2.320, -4.757, -4.370], [3.283, -5.334, -3.557], [0.351, -3.284, -4.563], [-0.049, -3.686, -5.838], [-0.870, -2.865, -6.547], [-1.271, -1.688, -6.040], [-0.964, -1.345, -4.779], [-0.146, -2.119, -4.009], [-1.938, -0.729, -6.910], [5.035, -5.129, -1.116], [5.058, -6.520, -2.246], [4.034, -6.539, -0.737], [2.366, -4.757, -0.492], [0.599, -3.433, -1.789], [2.498, -4.832, -5.447], [4.180, -5.811, -4.023], [0.059, -4.649, -6.311], [-1.251, -3.121, -7.553], [-1.359, -0.450, -4.428], [0.141, -1.786, -3.011], [-2.757, -1.169, -7.410], [-1.207, -0.284, -7.541], [-2.278, 0.041, -6.192], [4.262, 10.310, -3.231], [4.072, 8.881, -3.225], [4.809, 8.182, -2.331], [4.606, 6.792, -2.198], [3.658, 6.168, -2.999], [3.061, 6.875, -3.979], [3.263, 8.223, -4.057], [3.357, 4.770, -2.612], [2.566, 4.469, -1.518], [2.446, 3.155, -1.097], [3.072, 2.154, -1.747], [3.739, 2.356, -2.885], [3.912, 3.688, -3.281], [2.871, 0.849, -1.205], [3.637, 10.714, -2.457], [3.855, 10.664, -4.175], [5.312, 10.594, -3.107], [5.588, 8.699, -1.777], [5.279, 6.282, -1.529], [2.355, 6.421, -4.664], [2.746, 8.858, -4.771], [2.114, 5.237, -0.932], [1.961, 2.847, -0.173], [4.104, 1.497, -3.432], [4.546, 3.809, -4.131], [3.777, 0.659, -0.600], [2.831, 0.042, -1.958], [1.969, 0.847, -0.619], [5.322, 3.478, 9.814], [4.959, 2.727, 8.539], [4.227, 1.646, 8.626], [3.976, 0.813, 7.537], [4.517, 1.084, 6.288], [5.247, 2.242, 6.230], [5.502, 3.030, 7.328], [4.183, 0.223, 5.165], [3.745, 0.719, 3.904], [3.372, -0.171, 2.939], [3.558, -1.484, 3.044], [4.019, -2.030, 4.194], [4.339, -1.177, 5.247], [3.266, -2.459, 1.978], [5.437, 4.544, 9.531], [6.216, 3.026, 10.226], [4.472, 3.448, 10.506], [3.904, 1.349, 9.628], [3.433, -0.094, 7.686], [5.645, 2.578, 5.271], [6.083, 3.930, 7.326], [3.549, 1.763, 3.681], [2.820, 0.127, 2.047], [4.131, -3.112, 4.180], [4.648, -1.637, 6.173], [4.202, -2.758, 1.495], [2.638, -1.835, 1.372], [2.760, -3.291, 2.426], [1.939, -8.278, 1.171], [2.984, -9.314, 0.644], [3.316, -10.332, 1.626], [3.873, -8.685, -0.261], [1.954, -10.075, -0.363], [2.247, -6.948, 1.920], [1.776, -5.878, 1.104], [3.550, -6.781, 2.389], [1.307, -7.277, 3.127], [0.160, 3.791, -4.230], [-0.489, 4.633, -5.269], [-1.800, 4.998, -4.881], [-0.402, 4.457, -6.669], [0.262, 6.010, -4.957], [0.402, 2.285, -4.411], [-0.771, 1.549, -4.924], [1.046, 1.799, -3.241], [1.489, 1.903, -5.552], [3.237, -1.511, -3.708], [3.535, -1.307, -5.222], [2.302, -0.774, -5.713], [4.229, -2.245, -5.989], [4.657, -0.036, -5.150], [4.325, -2.054, -2.651], [5.110, -3.172, -3.084], [3.802, -2.128, -1.327], [5.494, -0.953, -2.672], [2.795, 5.701, 3.145], [3.631, 5.229, 4.272], [4.728, 6.110, 4.622], [3.936, 3.747, 4.282], [2.521, 5.366, 5.310], [2.890, 5.152, 1.734], [2.394, 3.843, 1.615], [3.999, 5.411, 0.883], [1.779, 6.055, 1.130], [-0.847, -1.817, 3.439], [-0.057, -3.149, 3.517], [-0.959, -4.224, 3.792], [1.255, -3.135, 4.177], [0.252, -3.360, 1.964], [-0.584, -0.696, 4.458], [-0.739, -1.044, 5.828], [-1.248, 0.503, 3.985], [0.956, -0.299, 4.388], [-0.839, -1.872, -0.106], [-0.267, -0.587, -0.029], [0.679, -0.375, 0.763], [-0.869, 0.222, -0.801], [-0.430, -2.391, 0.577], [-4.196, -0.652, -3.648], [-4.659, -0.063, -2.509], [-4.972, 1.150, -2.541], [-4.730, -0.866, -1.560], [-4.389, 0.023, -4.334]]}

---

# 2
{"formula": "C74H90O4S4", "method": "ωB97M-V/def2-TZVPD", "e_tot_ev": -129722.5840, "homo_ev": -8.44, "gap_ev": 8.49, "elements": ["C", "C", "C", "C", "C", "C", "H", "H", "H", "H", "H", "H", "C", "C", "C", "C", "C", "C", "H", "H", "H", "H", "H", "H", "C", "C", "C", "C", "C", "C", "H", "H", "H", "H", "H", "H", "C", "C", "C", "C", "C", "C", "H", "H", "H", "H", "H", "H", "C", "C", "C", "C", "C", "C", "H", "H", "H", "H", "H", "H", "C", "C", "C", "C", "C", "C", "H", "H", "H", "H", "H", "H", "C", "C", "C", "C", "C", "C", "H", "H", "H", "H", "H", "H", "C", "C", "C", "C", "C", "C", "H", "H", "H", "H", "H", "H", "C", "C", "C", "C", "C", "C", "H", "H", "H", "H", "H", "H", "C", "C", "C", "C", "C", "C", "H", "H", "H", "H", "H", "H", "C", "C", "C", "C", "C", "C", "H", "H", "H", "H", "H", "H", "C", "S", "O", "C", "H", "H", "H", "H", "H", "H", "C", "S", "O", "C", "H", "H", "H", "H", "H", "H", "C", "S", "O", "C", "H", "H", "H", "H", "H", "H", "C", "S", "O", "C", "H", "H", "H", "H", "H", "H"], "coordinates": [[-0.858, 3.560, 4.359], [-0.776, 2.519, 3.464], [-1.739, 1.539, 3.569], [-2.766, 1.570, 4.464], [-2.820, 2.639, 5.357], [-1.886, 3.642, 5.295], [-0.070, 4.321, 4.253], [-0.103, 2.645, 2.625], [-1.721, 0.710, 2.909], [-3.431, 0.721, 4.466], [-3.593, 2.700, 6.108], [-1.782, 4.441, 6.053], [-1.257, -2.018, 4.832], [-0.667, -3.106, 4.135], [-1.352, -4.306, 4.100], [-2.561, -4.441, 4.753], [-3.161, -3.362, 5.310], [-2.549, -2.130, 5.411], [-0.743, -1.047, 4.861], [0.374, -2.976, 3.717], [-0.907, -5.176, 3.623], [-3.062, -5.403, 4.659], [-4.106, -3.553, 5.823], [-3.066, -1.368, 5.890], [0.534, -0.687, -6.891], [-0.133, 0.392, -7.432], [-1.450, 0.685, -7.089], [-2.075, -0.024, -6.083], [-1.408, -1.150, -5.503], [-0.136, -1.498, -5.890], [1.585, -0.765, -7.108], [0.313, 1.058, -8.216], [-2.003, 1.459, -7.580], [-3.063, 0.237, -5.696], [-1.854, -1.648, -4.639], [0.334, -2.362, -5.464], [1.922, 1.247, 5.030], [1.426, 1.195, 6.294], [1.384, -0.035, 6.950], [1.924, -1.175, 6.384], [2.478, -1.109, 5.180], [2.517, 0.103, 4.460], [1.818, 2.106, 4.392], [0.934, 2.079, 6.703], [0.888, -0.114, 7.852], [1.830, -2.184, 6.851], [2.870, -1.988, 4.762], [3.009, 0.165, 3.461], [1.326, -6.962, 3.766], [1.892, -6.875, 2.512], [2.590, -5.710, 2.140], [2.706, -4.659, 3.065], [2.222, -4.806, 4.365], [1.490, -5.951, 4.677], [0.671, -7.807, 4.027], [1.826, -7.674, 1.772], [3.105, -5.563, 1.201], [3.147, -3.712, 2.721], [2.446, -4.046, 5.104], [1.043, -6.065, 5.621], [3.126, 2.830, 0.872], [4.168, 3.240, 1.687], [4.085, 4.388, 2.444], [2.912, 5.171, 2.412], [1.855, 4.638, 1.664], [1.914, 3.518, 0.873], [3.141, 2.007, 0.159], [5.101, 2.701, 1.684], [4.888, 4.694, 3.090], [2.940, 6.120, 2.949], [0.860, 5.180, 1.726], [1.050, 3.222, 0.358], [-0.753, -1.986, -0.209], [-0.372, -1.689, -1.460], [0.214, -0.456, -1.712], [0.502, 0.473, -0.714], [0.050, 0.201, 0.607], [-0.580, -1.032, 0.818], [-1.262, -2.902, 0.101], [-0.579, -2.292, -2.339], [0.409, -0.155, -2.745], [0.908, 1.466, -0.939], [0.172, 0.970, 1.372], [-1.047, -1.269, 1.780], [-3.791, -1.917, -2.538], [-4.004, -0.523, -2.333], [-4.975, 0.153, -3.018], [-5.817, -0.528, -3.907], [-5.605, -1.896, -4.160], [-4.543, -2.581, -3.489], [-2.984, -2.383, -1.960], [-3.452, -0.017, -1.532], [-5.068, 1.184, -2.752], [-6.673, 0.006, -4.325], [-6.278, -2.433, -4.828], [-4.299, -3.623, -3.697], [3.103, -0.802, -4.268], [2.518, 0.432, -4.121], [3.263, 1.429, -3.540], [4.631, 1.175, -3.266], [5.240, -0.085, -3.374], [4.402, -1.053, -3.858], [2.622, -1.684, -4.571], [1.514, 0.509, -4.529], [2.888, 2.401, -3.262], [5.215, 1.972, -2.746], [6.290, -0.193, -3.060], [4.611, -2.114, -3.759], [-0.144, -4.439, -3.985], [0.937, -4.503, -3.144], [0.782, -5.028, -1.830], [-0.466, -5.374, -1.380], [-1.594, -5.208, -2.183], [-1.421, -4.705, -3.454], [-0.124, -4.264, -5.046], [1.962, -4.160, -3.485], [1.689, -5.263, -1.216], [-0.494, -5.807, -0.352], [-2.585, -5.430, -1.863], [-2.206, -4.474, -4.127], [-5.683, -3.566, 0.072], [-4.663, -3.922, 0.994], [-4.007, -2.946, 1.747], [-4.418, -1.651, 1.658], [-5.435, -1.320, 0.793], [-6.094, -2.232, -0.038], [-6.217, -4.296, -0.473], [-4.540, -5.055, 1.095], [-3.242, -3.235, 2.474], [-3.887, -0.886, 2.196], [-5.690, -0.290, 0.769], [-6.903, -1.861, -0.686], [4.715, -1.400, 1.533], [4.856, -2.231, -0.053], [4.684, -3.726, 0.187], [3.254, -1.751, -0.678], [5.425, -1.561, 2.306], [3.792, -1.686, 1.974], [4.709, -0.307, 1.367], [3.095, -2.313, -1.589], [3.274, -0.693, -1.025], [2.500, -1.975, 0.095], [2.434, 7.793, -0.388], [3.128, 7.218, -1.941], [4.243, 8.142, -2.135], [3.659, 5.647, -1.353], [3.238, 8.166, 0.249], [1.866, 6.967, 0.013], [1.820, 8.672, -0.548], [2.723, 5.020, -1.430], [4.193, 5.617, -0.357], [4.366, 5.315, -2.110], [-1.079, 4.127, -4.580], [0.623, 3.681, -4.378], [1.057, 4.122, -2.939], [1.435, 4.868, -5.363], [-1.686, 3.416, -4.076], [-1.377, 4.063, -5.637], [-1.258, 5.079, -4.211], [0.925, 5.850, -5.332], [1.525, 4.534, -6.392], [2.437, 5.008, -5.013], [-3.359, 4.465, 1.274], [-2.515, 5.842, 0.590], [-1.214, 5.844, 1.296], [-2.240, 5.296, -1.063], [-3.500, 4.746, 2.316], [-2.801, 3.591, 1.013], [-4.321, 4.204, 0.845], [-2.990, 5.405, -1.801], [-1.911, 4.232, -1.186], [-1.296, 5.884, -1.342]]}